Entry 1:
The following is a DFT calculation (wB97M-V/def2-TZVPD) of 10 unconnected molecules or ions with the total composition C36H64O30 in a non-equilibrium geometry.

The geometry in XYZ format:
```
130
Properties=species:S:1:pos:R:3:forces:R:3
C -4.00775 -6.63991 1.31228 0.1 -0.1 0.2
C -3.81873 -5.31942 0.62810 -0.5 0.9 -0.1
C -2.39636 -4.73293 0.51861 -0.6 -0.4 0.5
O -2.27472 -4.38799 -0.84760 0.4 0.0 -0.4
C -3.33615 -4.83260 -1.56651 -0.1 -0.5 0.6
O -3.47972 -4.74255 -2.73519 0.2 0.3 -0.3
O -4.21309 -5.45801 -0.74213 0.0 0.1 -0.1
H -5.04614 -6.96801 1.30416 -0.1 0.2 -0.3
H -3.74571 -6.58381 2.37045 0.4 0.0 -0.1
H -3.41502 -7.37884 0.77019 0.1 -0.1 0.3
H -4.45328 -4.53477 1.05822 -0.1 -0.3 0.1
H -1.67198 -5.47931 0.86075 0.3 0.1 -0.4
H -2.30114 -3.82795 1.11332 0.1 0.0 0.0
C 5.02574 2.99546 1.36657 0.4 0.7 0.0
C 3.91628 3.50198 0.46698 -0.1 -0.5 0.1
C 4.35600 4.06795 -0.88253 0.1 -0.5 0.0
O 3.42936 3.50622 -1.82210 0.2 0.2 0.1
C 2.77204 2.49384 -1.24141 -0.5 0.0 0.7
O 1.98235 1.78041 -1.76371 -0.1 -0.2 -0.5
O 3.08941 2.38533 0.07232 0.1 0.5 0.0
H 4.75607 3.04642 2.41922 -0.2 -0.2 0.0
H 5.88532 3.66637 1.25159 0.0 -0.1 0.0
H 5.34118 1.98807 1.10929 -0.1 0.0 -0.1
H 3.31041 4.22593 1.01669 -0.2 -0.1 -0.2
H 5.35078 3.69890 -1.14567 0.0 0.2 0.0
H 4.30815 5.14999 -0.92260 0.0 0.1 -0.1
C 2.37416 8.86601 0.94509 0.2 0.6 0.0
C 2.04096 7.55062 0.29237 -0.1 0.5 -0.1
O 1.16058 6.85738 1.18612 0.2 -0.3 0.4
C 0.80059 5.62569 0.81870 -0.1 0.3 -0.2
O 0.97742 5.15263 -0.27220 0.3 -0.3 -0.1
O 0.19482 5.03983 1.84482 0.0 0.1 0.1
C -0.17648 3.67089 1.66389 0.0 -0.7 -0.7
H 2.87389 9.52178 0.22763 0.0 -0.1 0.0
H 3.03832 8.78220 1.80500 -0.1 -0.2 0.0
H 1.47586 9.38817 1.27316 -0.1 -0.1 0.0
H 2.94540 6.97381 0.10198 -0.1 -0.2 0.1
H 1.54038 7.71638 -0.66094 -0.1 -0.1 0.0
H 0.69454 3.01322 1.65528 0.1 0.1 0.4
H -0.64680 3.46165 0.69993 -0.2 0.5 0.0
H -0.88524 3.44134 2.44826 0.2 -0.1 0.2
C -1.41713 1.36764 -1.97803 -0.6 0.6 0.5
C -1.70264 2.83731 -2.30863 0.5 -1.3 0.0
O -2.82669 3.28085 -1.54393 -0.1 0.9 -0.1
C -4.04647 3.04915 -2.07677 0.6 -0.7 0.8
O -4.27280 2.26125 -2.94240 0.0 0.4 -0.6
O -4.99347 3.71353 -1.42708 -0.7 -0.1 -0.4
C -4.75254 4.36124 -0.20435 0.4 0.5 0.7
H -2.35321 0.81013 -1.95404 0.0 -0.1 -0.4
H -1.05859 1.34285 -0.94634 0.5 -0.2 -0.2
H -0.72899 0.93894 -2.70047 0.2 -0.1 0.2
H -1.85801 2.93319 -3.38166 -0.3 0.3 0.1
H -0.85384 3.44038 -1.99272 -0.1 0.2 -0.1
H -5.71941 4.55858 0.25324 -0.1 -0.1 -0.2
H -4.23454 5.31527 -0.34121 0.0 -0.1 -0.1
H -4.16861 3.76158 0.49917 0.0 -0.2 -0.2
C 2.36852 -1.48773 -0.85100 0.3 -1.2 0.9
C 0.85832 -1.46441 -0.75964 0.4 0.7 -1.9
O 0.49246 -0.73484 0.40654 0.0 -0.3 0.7
C -0.80079 -0.63952 0.68805 0.3 0.8 -1.0
O -1.70026 -1.23122 0.16011 -0.2 -0.7 0.2
O -0.94538 0.36571 1.55493 0.1 -0.1 0.8
C -2.26689 0.53715 2.03609 -1.1 0.1 0.4
H 2.72881 -1.71042 -1.85160 -0.3 0.2 -0.2
H 2.72901 -2.33502 -0.24983 0.1 0.2 0.1
H 2.84516 -0.59574 -0.45155 -0.2 0.2 -0.2
H 0.41775 -2.45048 -0.88661 -0.1 -0.1 0.7
H 0.49400 -0.90808 -1.62966 -0.2 0.1 0.2
H -2.28949 1.31591 2.79650 0.4 0.2 -0.3
H -2.67425 -0.34273 2.54467 0.3 -0.2 -0.3
H -2.95493 0.79158 1.22805 0.1 0.0 0.0
C 6.08100 -4.38725 -2.32743 -0.1 -0.7 -0.5
C 5.00201 -3.94986 -3.29791 -0.2 -0.1 0.1
O 4.88547 -2.51976 -3.35596 -0.1 0.3 0.2
C 5.86929 -1.85889 -3.97946 -0.2 -0.2 0.1
O 6.77785 -2.37367 -4.56028 0.3 -0.1 -0.2
O 5.72336 -0.54041 -3.90482 0.6 0.6 0.0
C 4.66215 0.00000 -3.13556 -0.9 0.0 0.4
H 5.91153 -5.43621 -2.06209 -0.2 0.1 0.2
H 6.00386 -3.77570 -1.43149 0.4 0.0 0.1
H 7.05863 -4.40500 -2.80440 0.1 0.6 0.3
H 4.03086 -4.25894 -2.91613 -0.1 0.0 -0.1
H 5.13918 -4.33364 -4.30736 0.1 -0.1 0.0
H 4.59282 1.08127 -3.23508 0.4 0.0 -0.7
H 4.77918 -0.15125 -2.05970 0.1 -0.5 -0.1
H 3.73911 -0.45309 -3.48727 -0.2 0.2 0.3
C 1.04935 -2.94803 2.46545 0.1 -0.2 -0.4
O 1.45738 -4.08993 3.22420 -0.4 -0.1 0.5
C 2.42607 -4.90212 2.82790 0.2 0.0 -0.3
O 2.67700 -5.93222 3.38082 0.0 -0.2 0.1
O 3.07886 -4.43209 1.75462 -0.4 0.4 -0.3
C 4.07437 -5.24872 1.16401 1.2 -0.1 0.9
H 0.35199 -3.24456 1.67696 0.1 -0.1 0.0
H 1.91516 -2.47399 2.01765 -0.1 0.3 0.1
H 0.50925 -2.29589 3.14331 0.2 0.1 0.2
H 3.67603 -6.16433 0.74965 -0.2 0.1 -0.3
H 4.83122 -5.55713 1.89549 -0.3 0.0 0.2
H 4.62154 -4.60981 0.47837 -0.4 -0.1 -0.5
C -5.09939 -1.44990 -1.06966 -0.5 -0.2 -0.2
O -5.64907 -0.43099 -0.23512 0.6 0.0 0.7
C -6.27768 0.60387 -0.79686 -0.5 -0.2 0.0
O -6.57817 0.71739 -1.94475 0.1 -0.1 -0.1
O -6.61010 1.52711 0.11940 0.1 0.2 -0.2
C -6.44580 1.26690 1.50196 0.4 -0.7 0.6
H -4.56932 -2.13610 -0.41474 0.1 0.1 0.1
H -4.40701 -1.03835 -1.79913 -0.1 0.0 -0.1
H -5.92667 -1.98429 -1.53595 0.2 0.0 -0.3
H -6.51012 2.20850 2.03348 -0.3 0.0 -0.1
H -5.48407 0.81291 1.75819 0.1 0.3 -0.3
H -7.18068 0.53695 1.85260 -0.2 0.3 0.0
O -5.13893 2.86884 3.92004 0.0 -0.4 0.0
C -4.37417 3.76004 4.06341 0.2 0.6 0.4
O -4.63762 4.88967 4.75593 -0.1 0.0 0.1
C -3.48431 5.74687 4.75880 -0.2 -0.4 -0.6
C -2.66964 5.16821 3.59325 0.9 0.2 1.0
O -3.10598 3.81018 3.58237 -0.4 -0.1 -0.6
H -3.86042 6.75474 4.62563 0.3 0.1 0.0
H -2.93066 5.63823 5.68976 -0.2 0.0 0.1
H -1.61098 5.13233 3.84432 0.0 0.2 -0.1
H -2.77237 5.66898 2.63189 -0.4 -0.2 -0.1
O 0.76649 -3.68631 -3.05586 0.2 0.4 0.2
C 0.95383 -4.70641 -2.49065 -0.1 -0.7 -0.4
O 0.18614 -5.80997 -2.63112 -0.1 0.2 -0.4
C 0.83599 -6.92406 -2.05706 0.0 -0.4 0.5
C 1.86553 -6.26898 -1.13290 -0.8 -1.5 0.9
O 1.99582 -4.98099 -1.65495 0.5 0.8 -0.2
H 0.08701 -7.53114 -1.55116 0.1 0.1 0.2
H 1.31772 -7.56554 -2.79909 -0.1 0.3 -0.3
H 2.77048 -6.87167 -1.07321 0.4 0.5 -0.6
H 1.53276 -6.23026 -0.09047 -0.3 0.3 -0.1
```
Forces are in eV/Å.

Properties
**Frontier orbital gap**: 10.16 eV
**SMILES string**: C[C@H]1COC(=O)O1.C[C@H]1COC(=O)O1.CCOC(=O)OC.CCOC(=O)OC.CCOC(=O)OC.CCOC(=O)OC.COC(=O)OC.COC(=O)OC.O=C1OCCO1.O=C1OCCO1
**ΔE to the lowest compared entry with this formula, charge and spin**: 0.0 kcal/mol

***

Entry 2:
The following is a DFT calculation (wB97M-V/def2-TZVPD) of 8 unconnected molecules or ions with the total composition C36H65F12NO17 in a non-equilibrium geometry.

The geometry in XYZ format:
```
131
Properties=species:S:1:pos:R:3:forces:R:3
C 0.97045 -0.17749 -0.64506 1.3 -0.6 0.0
C -0.40551 0.22023 -0.62915 -3.1 0.8 0.6
N -1.52101 0.56890 -0.57069 2.5 -0.6 -0.2
H 1.55792 0.12958 0.22021 -0.4 0.7 0.1
H 1.43685 0.21944 -1.54674 0.1 -0.2 0.0
H 1.13350 -1.25430 -0.60038 -0.5 -0.2 -0.5
C -4.59968 -0.02297 9.25670 -0.4 0.0 -1.7
O -4.94618 0.48498 7.95384 0.6 1.3 0.5
C -6.29202 0.36531 7.55870 0.4 -2.1 0.7
C -6.67021 1.25456 6.46325 0.0 1.7 -0.6
O -6.05220 0.96171 5.25473 0.8 -0.6 -0.8
C -6.61265 1.63155 4.14129 -0.5 0.0 0.3
C -5.66405 1.68693 2.94269 0.7 -1.4 0.2
O -5.16877 0.37181 2.65954 -0.2 0.0 0.5
C -4.43243 0.20080 1.46906 0.0 0.5 -1.0
H -4.59405 -1.10647 9.13803 -0.1 -0.2 0.7
H -5.30129 0.34749 10.00410 0.0 -0.2 0.2
H -3.58442 0.31143 9.47000 -0.1 0.1 0.0
H -6.99834 0.54086 8.37012 0.0 0.1 0.4
H -6.40669 -0.66812 7.23161 -0.4 -0.3 0.0
H -6.36784 2.25306 6.77895 0.0 0.6 0.0
H -7.75347 1.29067 6.34779 -0.3 -0.3 0.1
H -6.90215 2.62954 4.47038 0.4 0.6 -0.2
H -7.58675 1.20069 3.90983 0.0 -0.6 -0.4
H -4.81554 2.31059 3.22407 0.1 0.4 -0.2
H -6.14648 2.03184 2.02815 -0.3 0.5 0.2
H -3.51055 0.77046 1.35189 0.4 0.1 0.9
H -4.94000 0.55609 0.57227 -0.8 -0.1 -0.1
H -4.20583 -0.84968 1.28675 -0.1 0.0 0.4
C 9.75682 -2.55374 -6.07232 -0.4 0.8 -0.6
O 9.11864 -2.17360 -4.85881 0.3 -1.6 -0.6
C 9.44746 -0.88950 -4.47034 0.0 0.6 -0.7
C 8.68238 -0.40855 -3.26959 0.1 1.0 0.1
O 7.31611 -0.34815 -3.52946 -1.8 0.4 -0.1
C 6.53457 0.53561 -2.69809 -0.7 -0.9 0.4
C 5.05981 0.11205 -2.76310 -0.3 -0.8 -2.1
O 4.58920 0.39715 -4.08993 0.2 1.3 -0.3
C 3.32707 -0.10445 -4.53169 1.1 0.0 1.1
H 9.24922 -3.38928 -6.55433 -0.1 -0.1 0.5
H 10.83245 -2.73009 -6.07609 0.2 -0.4 1.0
H 9.72066 -1.73088 -6.78625 -0.5 0.3 -0.2
H 9.21262 -0.19436 -5.27639 -0.4 0.2 -0.4
H 10.52942 -0.78349 -4.39146 0.3 0.0 0.8
H 8.96806 0.64073 -3.19537 0.8 0.1 0.7
H 8.86807 -0.97218 -2.35528 0.3 0.0 0.1
H 6.56192 1.60632 -2.90043 0.5 0.1 -1.0
H 6.84140 0.50658 -1.65257 0.2 -0.5 0.3
H 4.41371 0.61259 -2.04192 0.2 0.0 0.4
H 4.94477 -0.97184 -2.75731 0.3 -0.2 1.1
H 3.34530 -1.19185 -4.45880 -0.1 -0.3 -0.6
H 3.23403 0.32147 -5.53072 -0.3 -0.5 0.0
H 2.49231 0.17468 -3.88876 -0.1 0.5 0.1
C 0.61247 3.48422 -0.67480 -0.5 -0.7 -1.4
O 1.36565 3.24064 0.44922 0.6 -0.5 1.8
C 0.87004 3.91897 1.58721 0.4 1.2 0.1
C 1.82580 3.84903 2.78346 -0.8 -0.6 0.8
O 1.45973 4.69678 3.92053 1.2 0.2 -1.6
C 0.14701 4.64237 4.42864 0.2 -0.2 -0.1
C 0.19007 5.25398 5.82950 0.4 0.1 -0.1
O 0.40758 6.68432 5.75226 -0.3 -1.3 0.3
C 0.49346 7.30127 7.01839 -0.3 0.1 0.1
H 0.47360 4.53394 -0.93348 0.2 0.3 0.2
H -0.36579 3.00473 -0.64019 -0.3 0.0 0.2
H 1.15180 2.99022 -1.48299 0.0 0.1 -0.2
H -0.11824 3.61950 1.93607 -0.3 -0.5 -0.4
H 0.78173 4.94812 1.23913 -0.2 0.5 0.5
H 2.86051 3.99832 2.47490 -0.1 0.8 0.2
H 1.83071 2.83235 3.17644 -0.2 -0.4 -0.1
H -0.18534 3.60427 4.42904 -0.1 -0.3 0.6
H -0.57668 5.11782 3.76659 0.0 0.6 0.0
H 0.96525 4.74490 6.40224 0.9 0.3 -0.3
H -0.64320 4.93008 6.45307 -1.0 0.7 -0.4
H 1.28338 6.92023 7.66564 0.4 -0.2 -0.2
H -0.42696 7.19170 7.59192 -0.3 -0.1 0.0
H 0.64944 8.37145 6.88249 0.1 -0.1 -0.2
C -0.63879 0.81889 2.78853 -1.3 0.6 -0.1
C -1.09701 -0.47240 3.46263 0.5 1.3 0.5
O -1.25741 -1.45516 2.47579 0.0 -2.4 -0.5
C -1.37603 -2.74430 2.86043 -0.4 -1.5 2.6
O -1.38333 -3.22955 4.02359 0.3 2.3 -4.3
C -1.66327 -3.70509 1.60924 0.5 0.2 -0.3
F -2.90303 -4.12373 1.67449 -0.6 -0.2 0.5
F -1.52237 -3.11108 0.41155 0.5 0.0 0.7
F -0.85557 -4.79749 1.64183 -0.2 0.9 0.2
H -1.47394 1.26207 2.24613 -0.1 -0.5 -0.6
H 0.19359 0.75651 2.08756 0.1 -0.2 0.4
H -0.54450 1.63057 3.50992 0.8 -0.4 0.5
H -2.07249 -0.30562 3.91950 0.1 0.0 0.3
H -0.35132 -0.78049 4.19551 -0.2 -0.3 0.1
C -4.65009 -1.14330 -3.20746 0.2 -0.3 0.7
C -3.29152 -1.51619 -2.55963 -1.0 -0.5 -0.1
O -2.94292 -2.87009 -2.84237 1.2 1.2 -1.0
C -3.69401 -3.86564 -2.22434 -0.4 -1.7 -0.8
O -4.58214 -3.64673 -1.36006 -0.5 0.5 0.7
C -3.41187 -5.28895 -2.70494 -1.4 5.5 2.8
F -2.80013 -5.88789 -1.65100 1.5 -1.9 0.5
F -4.52943 -5.99576 -2.83764 -0.8 -1.2 -1.0
F -2.64337 -5.30627 -3.76505 1.0 -1.2 -1.5
H -4.65793 -1.50558 -4.23545 0.0 -0.1 0.0
H -4.83384 -0.06899 -3.22163 0.2 0.2 0.0
H -5.47818 -1.59176 -2.65857 0.1 -0.2 -0.1
H -3.25183 -1.38718 -1.47803 -0.5 0.2 0.1
H -2.55812 -0.82062 -2.96755 0.5 -0.5 -0.2
C 0.92854 -5.20239 -4.15821 -0.6 -0.2 -0.3
C 0.52472 -4.42492 -2.90360 1.3 -1.2 -0.5
O 1.43255 -4.91975 -1.83291 1.3 1.4 0.4
C 2.51747 -4.21711 -1.46895 -1.0 2.1 -0.8
O 2.92334 -3.11753 -1.85617 -1.1 -2.3 0.2
C 3.24326 -4.84274 -0.26926 -0.1 1.0 -1.2
F 4.50516 -5.12807 -0.70686 -0.7 -0.2 1.1
F 3.28480 -3.91665 0.71680 0.5 -0.7 -0.3
F 2.60866 -5.90145 0.16653 0.5 -0.7 0.5
H 0.43257 -4.72514 -5.00341 -0.3 -0.2 -0.1
H 0.60281 -6.23795 -4.06027 -0.3 0.1 -0.1
H 1.97348 -5.28875 -4.45613 0.3 0.6 0.6
H -0.44658 -4.78368 -2.56307 0.0 0.6 -0.1
H 0.60071 -3.35312 -3.08681 0.0 0.0 0.6
C -1.17250 2.65020 -4.44757 0.3 0.0 0.8
C 0.27010 2.16693 -4.76993 -1.8 0.6 -0.3
O 0.08864 1.03603 -5.68682 0.6 -0.5 -0.2
C -0.14901 -0.18425 -5.17791 0.6 2.3 4.2
O -0.06610 -0.39616 -3.96285 -0.3 -0.2 -2.8
C -0.56648 -1.24316 -6.17198 2.7 2.1 -1.1
F -1.63737 -1.78222 -5.86735 -3.9 -2.3 1.7
F -0.74315 -0.72997 -7.40061 0.7 0.1 -0.5
F 0.42794 -2.12780 -6.15732 0.5 -0.7 -0.6
H -1.22093 2.98829 -3.41246 0.1 0.0 0.1
H -1.86213 1.80723 -4.49143 0.0 0.0 -0.1
H -1.57246 3.48061 -5.02941 0.3 -0.2 -0.4
H 0.80467 2.01070 -3.83295 0.0 -0.9 -0.3
H 0.81946 2.93074 -5.32030 0.0 -0.3 -0.3
```
Forces are in eV/Å.

Properties
**Frontier orbital gap (alpha / beta)**: 1.85 / 6.51 eV
**Multiplicity**: 2
**Net charge**: -1